Record 1
C39H43IrN8OPS | ωB97M-V/def2-TZVPD

Element x y z (Å)
Ir -0.52962 -0.15681 -0.00231
C -3.43936 -0.11521 4.82894
C -2.70760 -1.28925 4.70831
C -1.66060 -1.36747 3.79939
C -1.34708 -0.27166 2.99878
C -2.08473 0.90274 3.11627
C -3.11891 0.98046 4.03658
N -0.32252 -0.34239 2.02758
C 0.95944 -0.51668 2.34715
C 1.47909 -0.61433 3.67297
C 2.81880 -0.76674 3.86797
C 3.75047 -0.83272 2.79491
C 3.30563 -0.72587 1.51592
C 1.91935 -0.57240 1.28128
N 1.38856 -0.39736 0.04225
N 2.09344 -0.36887 -1.02599
C 1.31266 -0.13118 -2.14978
C 1.93655 -0.02923 -3.39019
C 1.16227 0.18853 -4.50943
C -0.22116 0.28148 -4.38058
C -0.77419 0.16405 -3.12387
N -0.03326 -0.02422 -2.02838
H -4.24687 -0.05166 5.54650
H -2.94522 -2.14373 5.32832
H -1.07671 -2.27703 3.71064
H -1.83267 1.74154 2.48246
H -3.67302 1.90575 4.13874
H 0.80488 -0.54274 4.51409
H 3.19203 -0.82665 4.88261
H 4.80403 -0.94551 3.00535
H 3.97659 -0.73455 0.66866
H 3.01226 -0.11235 -3.43396
H 1.62740 0.28101 -5.48151
H -0.85941 0.44027 -5.23704
H -1.84432 0.20668 -2.96849
C 3.64864 3.40670 -0.34926
C 3.21964 2.97903 0.89963
C 1.92243 2.52088 1.07553
C 1.03389 2.45350 0.00001
C 1.47321 2.90674 -1.24713
C 2.76422 3.38152 -1.41961
N -0.26929 1.92928 0.19503
C -1.29690 2.84940 -0.13607
C -1.64829 3.82066 0.80654
C -2.63154 4.76282 0.54380
C -3.29157 4.76274 -0.67795
C -2.93773 3.82242 -1.63566
C -1.95474 2.88026 -1.36636
H 4.65701 3.77514 -0.48292
H 3.89233 3.02110 1.74721
H 1.56917 2.22434 2.05662
H 0.78580 2.88912 -2.08631
H 3.08211 3.73355 -2.39322
H -1.11526 3.83324 1.75044
H -2.87655 5.50557 1.29255
H -4.05297 5.50149 -0.89051
H -3.41521 3.83959 -2.60877
H -1.67347 2.16876 -2.13115
O -2.59848 0.30305 0.13646
S -3.85149 -0.48361 -0.25131
C -4.62984 -0.88150 1.35080
C -5.61859 0.24375 1.68322
C -5.26398 1.44636 0.80946
C -5.01291 0.85120 -0.57050
H -3.78167 -0.91505 2.03726
H -5.08412 -1.86991 1.29903
H -5.58331 0.47079 2.74754
H -6.63294 -0.08339 1.44691
H -4.35261 1.93844 1.15573
H -6.05956 2.18952 0.78054
H -4.54826 1.52061 -1.29138
H -5.91066 0.39620 -0.99739
C 0.19027 -5.21425 -1.22667
N 0.39726 -4.90620 0.19076
C -0.76775 -5.35953 0.94586
N -2.02933 -4.80478 0.46110
C -2.16808 -5.11857 -0.96018
N -1.04679 -4.65642 -1.77492
C -0.99744 -3.19760 -1.84250
P -0.77058 -2.45187 -0.17049
C 0.65119 -3.48742 0.40210
C -2.12061 -3.36991 0.70182
H 0.14676 -6.29900 -1.33384
H 1.04076 -4.84329 -1.80154
H -0.63673 -5.09737 1.99734
H -0.82458 -6.44577 0.86537
H -3.09312 -4.67866 -1.33847
H -2.23440 -6.20299 -1.05973
H -1.92170 -2.81954 -2.29101
H -0.17225 -2.88558 -2.48883
H 0.82995 -3.28918 1.46251
H 1.55085 -3.18423 -0.14052
H -3.09068 -3.02059 0.33910
H -2.07341 -3.16157 1.77387

Calculated values
E_tot	-2868.9401	Eh
relative energy (zero: lowest compared OMol25 entry of this formula, charge and spin)	0.000	eV
2S+1	1
frontier orbital gap (spin up / spin down)	0.2079 / 0.2080	Eh
lowest unoccupied orbital energy (spin up / spin down)	-0.1414 / -0.1413	Ha
total charge	+1


Record 2
C39H44BClN3O4SnTe | ωB97M-V/def2-TZVPD

Element x y z (Å)
Sn 0.60137 -0.01322 0.15114
C 0.36695 -2.14569 -4.15023
O -0.88705 -1.60228 -3.79873
C -0.80793 -1.27549 -2.46469
N 0.32615 -1.52275 -1.88041
C 1.23496 -2.04633 -2.86722
C 1.87977 -3.34932 -2.46764
C 1.99096 -3.72033 -1.13664
C 2.65661 -4.88391 -0.79264
C 3.20097 -5.69694 -1.77155
C 3.09248 -5.33066 -3.10167
C 2.44330 -4.15927 -3.44488
C -1.86671 -0.59453 -1.84120
C -3.08022 -0.29185 -2.46241
C -4.01699 0.45448 -1.78937
C -3.70539 0.92665 -0.50391
C -2.48139 0.60741 0.03990
N -1.58045 -0.15443 -0.58622
C -2.04112 1.11028 1.31488
N -0.87673 0.89350 1.79375
C -0.73869 1.61323 3.03064
C -2.11090 2.32519 3.16434
O -2.86192 1.88239 2.04363
C -0.40205 0.75074 4.21962
C -0.53887 1.28579 5.49594
C -0.23394 0.53293 6.61467
C 0.22460 -0.76495 6.47543
C 0.39309 -1.28920 5.20574
C 0.07818 -0.54214 4.08238
H 0.77760 -1.56680 -4.98316
H 0.22653 -3.18776 -4.46234
H 2.05507 -1.32505 -2.99904
H 1.55172 -3.09223 -0.38186
H 2.76958 -5.15038 0.24886
H 3.72021 -6.60732 -1.50439
H 3.52328 -5.95299 -3.87386
H 2.38704 -3.86570 -4.48313
H -3.24330 -0.65086 -3.46592
H -4.96561 0.69854 -2.24279
H -4.39651 1.53026 0.05814
H 0.07675 2.33652 2.90975
H -2.02939 3.41518 3.11370
H -2.64260 2.03407 4.07629
H -0.87561 2.30748 5.61564
H -0.34469 0.96557 7.59849
H 0.46189 -1.35644 7.34802
H 0.79073 -2.28728 5.08944
H 0.20322 -0.95422 3.09201
C 7.97088 -2.38757 4.04290
C 6.85483 -1.71413 3.29496
C 7.03968 -0.47846 2.69818
C 6.00132 0.19308 2.07398
C 6.29623 1.51614 1.43958
C 4.71414 -0.35668 2.04576
Te 3.06392 0.86932 1.37420
C 4.54479 -1.64198 2.56123
C 3.23893 -2.37715 2.49982
C 5.60363 -2.29595 3.18102
H 8.86962 -1.77455 4.01592
H 8.20465 -3.36190 3.61267
H 7.69466 -2.53690 5.08786
H 8.01981 -0.01692 2.73431
H 7.35423 1.76233 1.50236
H 5.71601 2.29746 1.92640
H 5.99575 1.49115 0.39335
H 2.58539 -1.98799 1.72124
H 2.71737 -2.29760 3.45410
H 3.41712 -3.43362 2.30277
H 5.42954 -3.27940 3.60155
C -2.61226 -3.10109 3.45963
C -2.40916 -3.23414 1.94261
C -3.75005 -3.57499 1.29024
O -1.95433 -1.96947 1.46782
B -0.62617 -2.02976 1.14078
O -0.15250 -3.30341 1.28549
C -1.22997 -4.20019 1.55190
C -0.80769 -5.18204 2.64569
C -1.48981 -4.97931 0.25424
H -3.39107 -2.36376 3.64613
H -1.70166 -2.74040 3.93172
H -2.91154 -4.04738 3.90334
H -4.50486 -2.87237 1.63453
H -4.05698 -4.58357 1.56051
H -3.69238 -3.48880 0.20964
H -0.49046 -4.65906 3.54215
H 0.03444 -5.77075 2.28870
H -1.63015 -5.85268 2.88633
H -1.74235 -4.29568 -0.55186
H -2.28855 -5.70577 0.38325
H -0.57949 -5.50204 -0.03362
Cl -0.29180 3.68937 0.58029
C 0.45130 2.47027 -0.49154
H 1.42397 2.89393 -0.74856
H -0.17284 2.49369 -1.39058

Calculated values
E_tot	-2945.2069	Eh
relative energy (zero: lowest compared OMol25 entry of this formula, charge and spin)	1.614	eV
2S+1	1
frontier orbital gap (spin up / spin down)	0.1880 / 0.1769	Eh
lowest unoccupied orbital energy (spin up / spin down)	0.0913 / 0.0915	Ha
total charge	-1


Record 3
C39H44BI2N10OV | ωB97M-V/def2-TZVPD

Element x y z (Å)
V 0.53605 -0.84982 -2.06734
C -2.18747 -3.36163 -0.96661
C -1.86182 -4.14383 -2.24036
C -3.17303 -4.32743 -3.03258
C -0.84645 -3.59994 -3.22551
C -0.50554 -4.30170 -4.39363
C 0.21920 -3.41955 -5.16415
N 0.33339 -2.26946 -4.49380
N -0.29901 -2.37503 -3.28031
B 0.86357 -0.90682 -5.03311
N 2.24053 -0.60231 -4.39389
C 3.43556 -0.65197 -4.98473
C 4.40595 -0.49152 -4.02113
C 3.71635 -0.35818 -2.81340
N 2.39356 -0.42390 -3.04927
C 4.42299 -0.19537 -1.48839
C 3.58748 -0.30381 -0.21341
C 5.22164 1.11289 -1.47584
N -0.15423 0.18223 -4.65419
C -0.84887 1.01452 -5.44134
C -1.71154 1.74768 -4.65279
C -1.49220 1.29387 -3.34610
N -0.54524 0.35765 -3.36596
C -2.20118 1.66983 -2.08056
C -2.15664 3.17872 -1.84463
C -3.64069 1.14960 -2.11336
H -3.18558 -3.68521 -0.65836
H -0.25292 -3.21350 0.01516
H -2.26833 -2.29676 -1.18750
H -1.51156 -5.14162 -1.95391
H -3.57200 -3.35387 -3.32578
H -3.02714 -4.91668 -3.93561
H -3.91636 -4.82922 -2.41323
H -0.79908 -5.30350 -4.65507
H 0.63740 -3.52427 -6.15160
H 0.99466 -0.96749 -6.22022
H 3.51271 -0.79608 -6.04966
H 5.47275 -0.48185 -4.16333
H 5.14878 -1.01599 -1.47579
H 3.16801 0.65804 0.07195
H 2.76821 -1.01968 -0.29879
H 4.22191 -0.62510 0.61451
H 4.54467 1.96900 -1.51474
H 5.80578 1.18730 -0.55778
H 5.90435 1.18003 -2.32189
H -0.68358 1.02545 -6.50573
H -2.41401 2.49544 -4.97718
H -1.68405 1.16915 -1.25920
H -2.67612 3.71218 -2.64289
H -2.64448 3.42981 -0.90208
H -1.12942 3.54498 -1.80640
H -4.20147 1.61217 -2.92763
H -3.66319 0.06803 -2.25678
H -4.14813 1.38312 -1.17658
C -1.58356 4.61389 10.19831
O -1.88952 3.29901 9.75793
C -1.58684 2.97303 8.48424
C -1.90347 1.66889 8.09869
C -1.63267 1.24397 6.81777
C -1.04240 2.10240 5.88698
C -0.72713 3.39662 6.28226
C -0.99349 3.83871 7.56792
C -0.74640 1.68674 4.51615
N -0.07918 2.40060 3.63607
C -0.04075 1.63260 2.50684
C -0.69988 0.42519 2.69369
N -1.14310 0.48342 3.99629
C -0.86056 -0.59644 1.71684
C -1.66845 -1.77739 2.04749
C -1.83142 -2.96889 1.46213
C -1.24948 -3.58476 0.22548
N -0.26470 -1.07357 -0.64256
C -0.24706 -0.31902 0.51186
C 0.44355 0.91224 0.28882
N 0.93936 1.02740 -0.96737
C 1.51950 2.15981 -1.31933
C 1.66842 3.22736 -0.42670
C 1.19602 3.11122 0.86127
C 0.55280 1.92763 1.24684
H -1.90326 4.66371 11.23427
H -2.12609 5.36018 9.61401
H -0.51052 4.80828 10.13903
H -2.35765 1.00978 8.82574
H -1.87999 0.22115 6.55802
H -0.26749 4.06256 5.56472
H -0.73873 4.85104 7.84359
H -1.67806 -0.21502 4.47916
H -2.26545 -1.64332 2.94441
H -2.55145 -3.60919 1.96540
H -1.16704 -4.66163 0.40181
H 1.88944 2.21773 -2.33632
H 2.15614 4.13248 -0.76041
H 1.30180 3.91882 1.57403
I 2.25617 -3.70974 -1.60110
C 3.36849 -3.71118 0.21054
I 2.27372 -3.17093 1.93425
H 4.17866 -3.00397 0.09122
H 3.73757 -4.71999 0.34222

Calculated values
E_tot	-3699.5822	Eh
2S+1	2
frontier orbital gap (spin up / spin down)	0.2350 / 0.2467	Eh
lowest unoccupied orbital energy (spin up / spin down)	-0.1238 / -0.1079	Ha
total charge	+1